Model A:
Density functional theory data (the ωB97M-V functional and the def2-TZVPD basis) for a 2-piece molecular cluster, CH6N2S overall.

XYZ file:
```
10
CH6N2S (the ωB97M-V functional and the def2-TZVPD basis)
S 1.79 0.21 1.04
H 2.69 -0.82 0.99
N -0.61 -1.08 0.08
C -0.33 -0.05 -0.76
N -0.82 1.13 -0.35
H -1.14 -1.88 -0.13
H -0.46 -0.90 1.06
H 0.36 -0.04 -1.59
H -0.56 1.93 -0.92
H -0.94 1.50 0.57
```

For the orbital gap, the calculation gives 6.6495 eV. Its HOMO energy is -7.094 eV.


Model B:
Density functional theory data (the ωB97M-V functional and the def2-TZVPD basis) for a 2-piece molecular cluster, CH6N2S overall.

XYZ file:
```
10
CH6N2S (the ωB97M-V functional and the def2-TZVPD basis)
S -0.70 -2.66 0.19
H -0.11 -3.80 -0.06
N 1.01 1.29 0.55
C 0.33 0.75 -0.46
N -0.93 0.51 -0.30
H 0.56 1.68 1.36
H 1.99 1.05 0.62
H 0.81 0.40 -1.36
H -1.46 0.11 -1.07
H -1.51 0.67 0.51
```

For the orbital gap, the calculation gives 5.6454 eV. Its HOMO energy is -5.961 eV.


Stability check: which of them is most stable? model B.


Model A:
Density functional theory data (the ωB97M-V functional and the def2-TZVPD basis) for a 2-piece molecular cluster, CH4N2O overall.

XYZ file:
```
8
CH4N2O (the ωB97M-V functional and the def2-TZVPD basis)
C 2.50 -0.84 -0.15
N 2.17 0.25 0.08
N -0.81 0.28 0.00
O 1.82 1.36 0.08
H -1.46 0.52 -0.71
H 2.97 -1.64 0.34
H -0.12 1.03 0.08
H -1.27 0.14 0.87
```

For the orbital gap, the calculation gives 10.6299 eV. Its SMILES is C#[N+][O-].N. Its HOMO energy is -9.639 eV.


Model B:
Density functional theory data (the ωB97M-V functional and the def2-TZVPD basis) for a 2-piece molecular cluster, CH4N2O overall.

XYZ file:
```
8
CH4N2O (the ωB97M-V functional and the def2-TZVPD basis)
C -3.58 -0.15 0.01
N -2.47 0.17 -0.15
N 1.88 0.61 0.36
O -1.30 0.42 -0.06
H 2.74 1.25 0.28
H -4.63 -0.17 -0.09
H 2.26 -0.31 0.60
H 1.40 0.85 1.21
```

For the orbital gap, the calculation gives 10.8370 eV. Its SMILES is C#[N+][O-].N. Its HOMO energy is -9.860 eV.


Model C:
Density functional theory data (the ωB97M-V functional and the def2-TZVPD basis) for a 2-piece molecular cluster, CH4N2O overall.

XYZ file:
```
8
CH4N2O (the ωB97M-V functional and the def2-TZVPD basis)
C 0.80 -0.03 -0.21
N 2.69 -0.56 0.07
N -1.50 -0.76 -0.19
O -0.09 -0.93 0.08
H 0.48 0.88 -0.68
H 3.26 0.31 -0.11
H -1.94 -0.18 0.58
H -2.00 -1.61 0.01
```

For the orbital gap (alpha / beta), the calculation gives 7.9492 / 7.9560 eV. Its HOMO energy (alpha / beta) is -8.015 / -8.020 eV.


Stability check: which of them is most stable? model A.


Model A:
Density functional theory data (the ωB97M-V functional and the def2-TZVPD basis) for one molecule with the formula CH4N2O.

XYZ file:
```
8
CH4N2O (the ωB97M-V functional and the def2-TZVPD basis)
C -0.59 -0.23 0.35
N 1.60 0.00 -0.79
N 0.94 -0.80 -0.15
O -1.25 0.95 1.02
H -0.89 -0.99 1.08
H -1.07 1.68 0.38
H -1.23 -0.25 -0.53
H 2.49 -0.36 -1.36
```

For the orbital gap, the calculation gives 9.5391 eV. Its SMILES is [H]/N=N/CO. Its HOMO energy is -8.950 eV.


Model B:
Density functional theory data (the ωB97M-V functional and the def2-TZVPD basis) for one molecule with the formula CH4N2O.

XYZ file:
```
8
CH4N2O (the ωB97M-V functional and the def2-TZVPD basis)
C -1.12 0.43 -0.11
H 1.62 -0.07 1.01
H 1.94 -0.27 -0.66
H -0.34 -1.35 0.34
H -0.99 1.56 -0.20
N 1.27 0.20 -0.01
N -0.13 -0.36 -0.37
O -2.24 -0.13 0.01
```

For the orbital gap, the calculation gives 10.7019 eV. Its SMILES is NNC=O. Its HOMO energy is -10.017 eV.


Model C:
Density functional theory data (the ωB97M-V functional and the def2-TZVPD basis) for a 3-piece molecular cluster, CH4N2O overall.

XYZ file:
```
8
CH4N2O (the ωB97M-V functional and the def2-TZVPD basis)
C -0.48 -0.86 0.56
H 0.89 1.22 0.89
H 1.65 0.56 -1.26
H -1.21 0.32 -1.16
H -1.29 -1.63 0.36
N 0.56 1.04 -0.45
N -0.26 -0.10 -0.54
O 0.14 -0.55 1.60
```

For the orbital gap, the calculation gives 9.8409 eV. Its HOMO energy is -9.343 eV.


Stability check: which of them is most stable? model B.


Model A:
Density functional theory data (the ωB97M-V functional and the def2-TZVPD basis) for one molecule with the formula CH4N2O.

XYZ file:
```
8
CH4N2O (the ωB97M-V functional and the def2-TZVPD basis)
N 0.76 -0.76 0.47
C 0.21 0.17 -0.49
N -0.68 0.90 0.17
O 0.34 0.04 -1.75
H -0.03 -1.34 0.63
H 1.38 -1.32 0.04
H -0.40 1.17 1.09
H -1.59 1.14 -0.16
```

For the orbital gap, the calculation gives 10.6466 eV. Its SMILES is NC(N)=O. Its HOMO energy is -9.886 eV.


Model B:
Density functional theory data (the ωB97M-V functional and the def2-TZVPD basis) for CH4N2O as an isolated structure.

XYZ file:
```
8
CH4N2O (the ωB97M-V functional and the def2-TZVPD basis)
C -0.53 -0.17 -0.70
N -1.34 -1.01 -1.14
N 0.99 0.43 1.10
O -0.19 -0.18 1.06
H 0.01 0.65 -1.26
H -1.54 -0.77 -2.17
H 1.78 -0.23 1.45
H 0.82 1.27 1.66
```

For the orbital gap, the calculation gives 9.8745 eV. Its HOMO energy is -8.869 eV.


Stability check: which of them is most stable? model A.


Model A:
Density functional theory data (the ωB97M-V functional and the def2-TZVPD basis) for a 2-piece molecular cluster, CH4N2O overall.

XYZ file:
```
8
CH4N2O (the ωB97M-V functional and the def2-TZVPD basis)
C 1.82 0.48 -0.02
N 1.71 -0.66 0.01
N -1.21 -0.26 0.01
O -0.78 1.00 0.11
H 2.08 1.51 -0.12
H -0.41 -0.90 0.15
H -1.51 -0.52 -1.00
H -1.71 -0.64 0.85
```

For the orbital gap, the calculation gives 9.4328 eV. Its SMILES is [NH3+][O-].C#N. Its HOMO energy is -8.721 eV.


Model B:
Density functional theory data (the ωB97M-V functional and the def2-TZVPD basis) for a 2-piece molecular cluster, CH4N2O overall.

XYZ file:
```
8
CH4N2O (the ωB97M-V functional and the def2-TZVPD basis)
N 0.07 -0.78 -1.20
C 0.34 0.22 -0.39
N -1.20 -0.17 1.11
O 1.26 0.73 0.10
H -0.90 0.35 -0.50
H -0.12 -1.59 -0.60
H -2.07 -0.16 1.66
H -0.67 0.63 1.50
```

For the orbital gap, the calculation gives 7.5308 eV. Its HOMO energy is -9.315 eV.


Stability check: which of them is most stable? model A.


Model A:
Density functional theory data (the ωB97M-V functional and the def2-TZVPD basis) for one molecule with the formula C2H3N3O2.

XYZ file:
```
10
C2H3N3O2 (the ωB97M-V functional and the def2-TZVPD basis)
C -0.02 0.63 -0.35
C -0.03 -0.26 0.68
H 0.72 2.51 -0.49
H -0.90 2.41 -0.72
H -0.20 0.90 2.10
N -0.12 2.03 -0.18
N 0.13 -0.10 -1.50
N 0.20 -1.32 -1.25
O 0.07 -1.49 0.20
O -0.15 -0.05 1.99
```

For the orbital gap, the calculation gives 10.0126 eV. Its SMILES is Nc1nnoc1O. Its HOMO energy is -9.495 eV.


Model B:
Density functional theory data (the ωB97M-V functional and the def2-TZVPD basis) for one molecule with the formula C2H3N3O2.

XYZ file:
```
10
C2H3N3O2 (the ωB97M-V functional and the def2-TZVPD basis)
C -0.07 0.21 0.10
C 0.94 -0.80 0.53
H -0.92 1.07 2.32
H -1.47 1.33 -0.11
H 1.42 -1.08 1.52
N -0.93 1.00 0.66
N 1.50 -1.20 -0.60
N -0.15 0.24 -1.14
O -1.70 0.68 1.70
O 0.80 -0.44 -1.69
```

For the orbital gap, the calculation gives 9.4165 eV. Its SMILES is ONc1cnon1. Its HOMO energy is -9.021 eV.


Model C:
Density functional theory data (the ωB97M-V functional and the def2-TZVPD basis) for one molecule with the formula C2H3N3O2.

XYZ file:
```
10
C2H3N3O2 (the ωB97M-V functional and the def2-TZVPD basis)
C 0.02 0.27 -0.79
C 0.01 -0.77 0.43
H 1.61 0.70 -2.15
H 1.18 -1.12 -1.51
H -0.92 -0.24 2.26
N 0.74 -0.15 -1.89
N -0.30 1.49 -0.31
N -0.87 -0.13 1.29
O -0.68 1.25 0.96
O 0.80 -1.86 0.28
```

For the orbital gap, the calculation gives 9.1573 eV. Its SMILES is Nc1no[nH]c1=O. Its HOMO energy is -9.203 eV.


Model D:
Density functional theory data (the ωB97M-V functional and the def2-TZVPD basis) for a 2-piece molecular cluster, C2H3N3O2 overall.

XYZ file:
```
10
C2H3N3O2 (the ωB97M-V functional and the def2-TZVPD basis)
C -0.45 0.11 -0.90
C -1.17 -0.68 1.20
N 1.41 1.30 -1.84
N 0.54 0.70 -1.23
N -1.39 -0.30 0.01
O -1.51 -1.00 2.27
O 1.17 -0.02 1.14
H 1.31 -0.51 1.99
H 2.26 0.83 -2.11
H -2.17 -0.43 -0.51
```

For the orbital gap (alpha / beta), the calculation gives 8.2049 / 8.2167 eV. Its HOMO energy (alpha / beta) is -8.931 / -8.937 eV.


Stability check: which of them is most stable? model A.